No. 1
The following is a quantum chemistry calculation of a cluster of 12 separate species, C22H68O12 in total at a distorted geometry, from the OMol25 dataset.

Each atom is followed by the atoms it is bonded to, with distances in Å.
Atoms and positions in Å:
1 C 5.51039 -1.30318 -1.22849  C2 1.526, H5 1.077, H6 1.094, H7 1.088
2 C 4.18976 -0.88145 -0.59040  C1 1.526, C3 1.508, O4 1.478, H8 1.084
3 C 4.00755 0.59986 -0.80481  C2 1.508, H9 1.090, H10 1.071, H11 1.108
4 O 3.10773 -1.47573 -1.40238  C2 1.478, H12 0.945
5 H 6.25340 -0.77518 -0.65409  C1 1.077
6 H 5.60746 -0.99569 -2.27372  C1 1.094
7 H 5.61981 -2.36996 -1.04288  C1 1.088
8 H 3.97689 -1.33280 0.37159  C2 1.084
9 H 4.74333 1.26116 -0.34806  C3 1.090
10 H 3.04645 0.93205 -0.46881  C3 1.071
11 H 4.13168 0.76838 -1.89278  C3 1.108
12 H 2.80871 -0.78208 -1.96956  O4 0.945
13 C 3.46684 3.72620 1.68532  C14 1.528, H17 1.046, H18 1.104, H19 1.097
14 C 3.80591 3.37498 3.13320  C13 1.528, C15 1.529, O16 1.427, H20 1.090
15 C 4.71668 4.39478 3.81707  C14 1.529, H21 1.102, H22 1.081, H23 1.106
16 O 2.65390 3.10899 3.93148  C14 1.427, H24 0.957
17 H 2.87753 2.90650 1.41236  C13 1.046
18 H 4.37535 3.97235 1.10811  C13 1.104
19 H 2.88824 4.65737 1.63465  C13 1.097
20 H 4.35484 2.43312 3.15991  C14 1.090
21 H 5.74371 4.34353 3.42191  C15 1.102
22 H 4.75089 4.19553 4.87882  C15 1.081
23 H 4.34090 5.40715 3.57701  C15 1.106
24 H 2.36628 3.97750 4.21295  O16 0.957
25 C 0.33376 -3.16823 0.65500  C26 1.491, H29 1.099, H30 1.095, H31 1.083
26 C 1.05136 -3.99206 -0.36021  C25 1.491, C27 1.556, O28 1.426, H32 1.136
27 C 2.48759 -4.38085 0.09345  C26 1.556, H33 1.075, H34 1.107, H35 1.116
28 O 0.43608 -5.24970 -0.62954  C26 1.426, H36 0.977
29 H 0.61351 -2.10586 0.68893  C25 1.099
30 H 0.63707 -3.54454 1.63793  C25 1.095
31 H -0.72841 -3.16251 0.44137  C25 1.083
32 H 1.03909 -3.38590 -1.32147  C26 1.136
33 H 2.39024 -5.13448 0.85329  C27 1.075
34 H 3.11998 -3.54985 0.45968  C27 1.107
35 H 3.16948 -4.69721 -0.73114  C27 1.116
36 H 0.78024 -5.43585 -1.52483  O28 0.977
37 C -1.33749 1.69689 2.29333  C38 1.589, H41 1.100, H42 1.080, H43 1.099
38 C -2.14014 2.74115 1.40513  C37 1.589, C39 1.497, O40 1.443, H44 1.098
39 C -1.84155 4.16012 1.77814  C38 1.497, H45 1.122, H46 1.095, H47 1.098
40 O -1.78950 2.65012 0.00785  C38 1.443, H48 0.963
41 H -1.67697 0.65280 2.22827  C37 1.100
42 H -1.19401 1.87077 3.34932  C37 1.080
43 H -0.36251 1.54106 1.81010  C37 1.099
44 H -3.22333 2.57821 1.48128  C38 1.098
45 H -2.27725 4.87541 1.03178  C39 1.122
46 H -0.76535 4.30786 1.64399  C39 1.095
47 H -2.31515 4.37199 2.74605  C39 1.098
48 H -1.88555 1.70626 -0.15635  O40 0.963
49 C 0.93463 -0.51612 -5.07730  C50 1.576, H53 1.134, H54 1.130, H55 1.080
50 C 0.43714 0.80502 -4.37765  C49 1.576, C51 1.510, O52 1.427, H56 1.110
51 C -1.02968 0.74809 -4.02183  C50 1.510, H57 1.086, H58 1.085, H59 1.081
52 O 1.30929 0.96734 -3.25954  C50 1.427, H60 0.977
53 H 0.83979 -1.36898 -4.33523  C49 1.134
54 H 1.98464 -0.36449 -5.46608  C49 1.130
55 H 0.29381 -0.79559 -5.90021  C49 1.080
56 H 0.56950 1.62949 -5.10964  C50 1.110
57 H -1.18639 -0.11723 -3.38460  C51 1.086
58 H -1.61257 0.64222 -4.93058  C51 1.085
59 H -1.36003 1.58823 -3.42726  C51 1.081
60 H 1.27539 1.78029 -2.71928  O52 0.977
61 C -5.86282 -0.45305 1.06942  O62 1.431, H63 1.141, H64 1.077, H65 1.115
62 O -4.52993 0.04508 0.91359  C61 1.431, H66 0.943
63 H -6.01471 -1.12944 1.97581  C61 1.141
64 H -6.59234 0.33788 1.01680  C61 1.077
65 H -6.18303 -1.14293 0.25445  C61 1.115
66 H -4.31566 -0.01972 -0.00291  O62 0.943
67 C -1.89939 -3.16089 -3.17999  O68 1.420, H69 1.114, H70 1.087, H71 1.091
68 O -1.96596 -2.44511 -1.95511  C67 1.420, H72 0.947
69 H -2.56711 -2.80300 -3.99615  C67 1.114
70 H -0.89727 -3.13523 -3.60060  C67 1.087
71 H -2.22814 -4.15508 -2.87314  C67 1.091
72 H -1.31415 -1.75933 -1.91077  O68 0.947
73 C -3.29184 -4.89178 0.59316  O74 1.405, H75 1.114, H76 1.090, H77 1.058
74 O -3.27207 -4.69650 -0.79840  C73 1.405, H78 0.962
75 H -3.77587 -4.02662 1.10118  C73 1.114
76 H -3.80515 -5.80697 0.88871  C73 1.090
77 H -2.30167 -4.95250 0.95949  C73 1.058
78 H -2.72750 -3.92797 -0.99228  O74 0.962
79 C 0.78432 4.51317 -1.39727  O80 1.394, H81 1.073, H82 1.093, H83 1.028
80 O 0.85306 3.14205 -1.15548  C79 1.394, H84 0.967
81 H 1.22990 5.12050 -0.63342  C79 1.073
82 H 1.28752 4.79573 -2.32583  C79 1.093
83 H -0.18526 4.78451 -1.60539  C79 1.028
84 H 0.05203 2.88040 -0.68108  O80 0.967
85 C -2.94001 -1.33364 4.26786  O86 1.361, H87 1.133, H88 1.051, H89 1.119
86 O -4.16802 -1.35764 3.68185  C85 1.361, H90 0.953
87 H -3.01613 -1.74798 5.31934  C85 1.133
88 H -2.18806 -1.92263 3.83045  C85 1.051
89 H -2.52903 -0.29317 4.30208  C85 1.119
90 H -4.09357 -0.88198 2.85897  O86 0.953
91 C 2.03834 -0.03368 2.60398  O92 1.423, H93 1.077, H94 1.118, H95 1.081
92 O 1.35852 0.16628 3.83767  C91 1.423, H96 0.945
93 H 1.55500 0.34501 1.71971  C91 1.077
94 H 2.94309 0.61535 2.70398  C91 1.118
95 H 2.37415 -1.05979 2.54704  C91 1.081
96 H 1.59263 1.00027 4.21568  O92 0.945
97 C -5.22871 0.04671 -2.61627  O98 1.411, H99 1.119, H100 1.039, H101 1.109
98 O -4.09521 -0.34922 -1.87436  C97 1.411, H102 0.974
99 H -5.16671 -0.02749 -3.73116  C97 1.119
100 H -5.93993 -0.64582 -2.31001  C97 1.039
101 H -5.58901 1.07380 -2.40220  C97 1.109
102 H -3.70523 -1.19484 -2.15995  O98 0.974

Computed properties:
**M**: 524.8 u
**Strongest force on any atom**: 0.066 Eh/bohr
**LUMO**: 0.53 eV
**Gap between HOMO and LUMO**: 10.177 eV
**ΔE to the lowest compared entry with this formula, charge and spin**: 76.2 kcal/mol

Mulliken population analysis, charges in e, atoms 1 to 99:
1. C -1.440
2. C 1.024
3. C -1.612
4. O -0.366
5. H 0.400
6. H 0.279
7. H 0.380
8. H 0.094
9. H 0.448
10. H 0.214
11. H 0.417
12. H 0.153
13. C -0.929
14. C 0.503
15. C -1.539
16. O -0.458
17. H 0.008
18. H 0.409
19. H 0.377
20. H 0.229
21. H 0.383
22. H 0.422
23. H 0.358
24. H 0.290
25. C -1.002
26. C 1.191
27. C -1.346
28. O -0.576
29. H 0.109
30. H 0.486
31. H -0.026
32. H -0.206
33. H 0.455
34. H 0.130
35. H 0.346
36. H 0.366
37. C -0.762
38. C 0.880
39. C -1.528
40. O -0.638
41. H 0.167
42. H 0.546
43. H -0.152
44. H 0.175
45. H 0.360
46. H 0.224
47. H 0.425
48. H 0.153
49. C -1.158
50. C 0.518
51. C -0.812
52. O -0.307
53. H 0.074
54. H 0.323
55. H 0.447
56. H 0.184
57. H -0.123
58. H 0.420
59. H 0.329
60. H 0.226
61. C -0.715
62. O -0.335
63. H 0.250
64. H 0.289
65. H 0.259
66. H 0.335
67. C -0.689
68. O -0.208
69. H 0.237
70. H 0.195
71. H 0.390
72. H 0.068
73. C -0.540
74. O -0.559
75. H 0.153
76. H 0.291
77. H 0.245
78. H 0.387
79. C -0.906
80. O -0.298
81. H 0.216
82. H 0.283
83. H 0.403
84. H 0.355
85. C -0.521
86. O -0.525
87. H 0.297
88. H 0.232
89. H 0.157
90. H 0.361
91. C -0.093
92. O -0.550
93. H 0.018
94. H -0.041
95. H 0.328
96. H 0.291
97. C -0.850
98. O -0.248
99. H 0.288



No. 2
The following is a quantum chemistry calculation of a cluster of 13 separate species, C22H70N2O13 in total at a distorted geometry, from the OMol25 dataset.

Each atom is followed by the atoms it is bonded to, with distances in Å.
Atoms and positions in Å:
1 C 1.01573 0.40685 0.78986  C2 1.527, H4 1.065, H5 1.095, H6 1.075
2 C -0.26124 -0.38479 0.51722  C1 1.527, O3 1.373, H7 1.116, H8 1.071
3 O -0.11682 -1.17495 -0.59675  C2 1.373, H9 0.949
4 H 1.78294 -0.33174 0.81598  C1 1.065
5 H 0.97712 0.75280 1.82787  C1 1.095
6 H 1.39197 1.10365 0.06255  C1 1.075
7 H -1.05908 0.39513 0.54522  C2 1.116
8 H -0.58719 -1.03372 1.30390  C2 1.071
9 H -0.25896 -0.62721 -1.35887  O3 0.949
10 C 4.68786 0.39236 -0.09888  C11 1.546, H13 1.062, H14 1.048, H15 1.053
11 C 4.84820 1.10648 1.26308  C10 1.546, O12 1.437, H16 1.005, H17 1.110
12 O 3.84542 0.58362 2.14959  C11 1.437, H18 0.959
13 H 4.05118 -0.45582 -0.04659  C10 1.062
14 H 5.66011 0.09130 -0.34776  C10 1.048
15 H 4.33527 1.07246 -0.82149  C10 1.053
16 H 4.76724 2.09729 1.11662  C11 1.005
17 H 5.88288 0.99177 1.64854  C11 1.110
18 H 3.55451 1.24283 2.78241  O12 0.959
19 C 0.08220 1.58356 -4.54640  C20 1.537, H22 1.105, H23 1.066, H24 1.114
20 C -0.41306 1.41337 -3.10087  C19 1.537, O21 1.307, H25 1.091, H26 1.054
21 O -0.84344 0.18071 -3.04900  C20 1.307, H27 0.969
22 H 0.84992 0.79236 -4.61565  C19 1.105
23 H 0.63857 2.49201 -4.58882  C19 1.066
24 H -0.70055 1.48308 -5.33326  C19 1.114
25 H -1.14435 2.14641 -2.75713  C20 1.091
26 H 0.34781 1.37193 -2.37201  C20 1.054
27 H -1.41434 0.22077 -3.83136  O21 0.969
28 C -3.39826 -1.96564 -2.63101  C29 1.496, H31 1.107, H32 1.130, H33 1.169
29 C -4.25883 -0.78750 -2.96225  C28 1.496, O30 1.379, H34 1.043, H35 1.065
30 O -5.34289 -1.17585 -3.72082  C29 1.379, H36 0.967
31 H -4.10296 -2.65191 -2.12414  C28 1.107
32 H -2.53341 -1.59759 -2.00287  C28 1.130
33 H -3.04691 -2.61010 -3.54028  C28 1.169
34 H -3.69412 -0.05699 -3.44677  C29 1.043
35 H -4.70865 -0.28934 -2.13482  C29 1.065
36 H -5.71701 -0.55845 -4.36372  O30 0.967
37 C 3.02370 2.84131 -2.51137  C38 1.480, H40 1.094, H41 1.109, H42 1.105
38 C 3.80416 3.77634 -1.67013  C37 1.480, O39 1.399, H43 1.107, H44 1.125
39 O 5.14454 3.58691 -2.02247  C38 1.399, H45 0.976
40 H 2.53143 3.38304 -3.32436  C37 1.094
41 H 2.16939 2.39994 -1.95893  C37 1.109
42 H 3.45477 1.87858 -2.84082  C37 1.105
43 H 3.76148 3.51464 -0.59524  C38 1.107
44 H 3.39355 4.81895 -1.76836  C38 1.125
45 H 5.59528 4.26789 -1.48889  O39 0.976
46 C 1.75692 -2.57129 2.55880  C47 1.571, H49 1.104, H50 1.063, H51 1.079
47 C 2.42599 -3.04553 1.21883  C46 1.571, O48 1.412, H52 1.106, H53 1.159
48 O 1.40498 -3.39492 0.30873  C47 1.412, H54 0.914
49 H 2.55981 -2.25701 3.24825  C46 1.104
50 H 1.05119 -3.25773 2.96067  C46 1.063
51 H 1.30025 -1.61044 2.37614  C46 1.079
52 H 2.96293 -3.98333 1.45643  C47 1.106
53 H 3.12918 -2.20717 0.83604  C47 1.159
54 H 1.19014 -2.61720 -0.12050  O48 0.914
55 C -1.25210 -4.59170 -2.19339  C56 1.509, H58 1.088, H59 1.085, H60 1.087
56 C -0.33854 -3.48035 -2.64756  C55 1.509, O57 1.428, H61 1.109, H62 1.110
57 O 0.34550 -3.95141 -3.80907  C56 1.428, H63 0.999
58 H -1.18635 -4.86097 -1.14170  C55 1.088
59 H -0.76746 -5.44900 -2.64790  C55 1.085
60 H -2.28186 -4.55286 -2.53823  C55 1.087
61 H 0.45772 -3.27315 -1.90459  C56 1.109
62 H -0.80507 -2.47555 -2.71915  C56 1.110
63 H 1.05382 -3.35429 -4.18162  O57 0.999
64 C -2.88042 0.63651 4.88396  C65 1.522, H67 1.117, H68 1.108, H69 1.098
65 C -1.81371 0.55079 3.80154  C64 1.522, O66 1.374, H70 1.066, H71 1.109
66 O -1.42427 1.77785 3.32232  C65 1.374, H72 0.973
67 H -2.98831 -0.40823 5.26531  C64 1.117
68 H -3.83871 1.05537 4.51761  C64 1.108
69 H -2.46546 1.14126 5.76659  C64 1.098
70 H -2.22317 -0.04299 3.01721  C65 1.066
71 H -0.84554 0.10884 4.11492  C65 1.109
72 H -2.15359 2.33513 3.00052  O66 0.973
73 C -3.07705 -2.33464 1.00651  C74 1.491, H76 1.096, H77 1.036, H78 1.176
74 C -4.08364 -2.61225 2.07058  C73 1.491, O75 1.489, H79 1.127, H80 1.096
75 O -3.31815 -2.70452 3.34429  C74 1.489, H81 0.953
76 H -2.51539 -1.41588 1.21245  C73 1.096
77 H -3.55464 -2.28239 0.08867  C73 1.036
78 H -2.25317 -3.16418 0.88395  C73 1.176
79 H -4.70409 -3.55172 2.02234  C74 1.127
80 H -4.98463 -1.98934 2.02135  C74 1.096
81 H -3.96076 -2.99747 3.98473  O75 0.953
82 C 1.82296 1.72960 4.33685  O83 1.397, N84 1.311, N85 1.267
83 O 1.50245 0.42402 4.71768  C82 1.397
84 N 3.05583 2.17561 4.35394  C82 1.311, H86 1.103, H87 1.035
85 N 1.01637 2.56890 3.83698  C82 1.267, H88 1.075, H89 1.036
86 H 3.79483 1.63434 4.96791  N84 1.103
87 H 3.42370 3.12561 4.17104  N84 1.035
88 H 0.05932 2.23989 3.47524  N85 1.075
89 H 1.31737 3.54796 3.68187  N85 1.036
90 C -4.14124 0.84977 0.39161  O91 1.409, H92 1.031, H93 1.144, H94 1.153
91 O -5.37893 1.43316 0.05532  C90 1.409, H95 0.966
92 H -3.87956 -0.03852 -0.06248  C90 1.031
93 H -3.90629 0.54868 1.46954  C90 1.144
94 H -3.31783 1.64487 0.25713  C90 1.153
95 H -6.04264 0.73179 0.05279  O91 0.966
96 C 2.66729 -1.05467 -2.32001  O97 1.440, H98 1.130, H99 1.141, H100 1.099
97 O 1.66717 -1.19275 -3.34748  C96 1.440, H101 0.895
98 H 2.80206 -1.96876 -1.66945  C96 1.130
99 H 2.29013 -0.18303 -1.68676  C96 1.141
100 H 3.69304 -0.85422 -2.65929  C96 1.099
101 H 0.96213 -0.77318 -2.98983  O97 0.895
102 C -0.47389 3.89640 0.53872  O103 1.445, H104 1.055, H105 1.121, H106 1.100
103 O 0.71614 3.71234 -0.26037  C102 1.445, H107 0.930
104 H -0.58688 4.87570 0.91423  C102 1.055
105 H -0.29282 3.02500 1.21954  C102 1.121
106 H -1.39510 3.80506 -0.05537  C102 1.100
107 H 0.70690 4.24141 -1.02514  O103 0.930

Computed properties:
**M**: 570.8 u
**Strongest force on any atom**: 0.166 Eh/bohr
**LUMO**: 0.07 eV
**Gap between HOMO and LUMO**: 9.012 eV
**ΔE to the lowest compared entry with this formula, charge and spin**: 106.6 kcal/mol

Mulliken population analysis, charges in e, atoms 1 to 99:
1. C 0.626
2. C 0.275
3. O 2.207
4. H -0.358
5. H -0.572
6. H 0.020
7. H -0.400
8. H 0.565
9. H -1.303
10. C 0.401
11. C -0.543
12. O -0.359
13. H -0.617
14. H 0.612
15. H -0.390
16. H 0.467
17. H 0.310
18. H 0.254
19. C -1.197
20. C -0.036
21. O -0.289
22. H 0.292
23. H 0.349
24. H 0.444
25. H 0.276
26. H 0.022
27. H 0.218
28. C -0.330
29. C -0.221
30. O -0.584
31. H 0.406
32. H -0.114
33. H 0.399
34. H 0.233
35. H 0.071
36. H 0.325
37. C -0.775
38. C -0.279
39. O -0.517
40. H 0.434
41. H -0.143
42. H 0.382
43. H 0.104
44. H 0.368
45. H 0.316
46. C -0.542
47. C 0.112
48. O -0.543
49. H 0.318
50. H 0.393
51. H -0.296
52. H 0.413
53. H -0.266
54. H -0.476
55. C -1.304
56. C 1.581
57. O -0.664
58. H 0.281
59. H 0.478
60. H 0.179
61. H -0.306
62. H -0.475
63. H 0.331
64. C -1.492
65. C 1.085
66. O -0.471
67. H 0.312
68. H 0.319
69. H 0.430
70. H -0.732
71. H 0.267
72. H 0.261
73. C 0.751
74. C -0.776
75. O -0.522
76. H -0.844
77. H -0.089
78. H 0.314
79. H 0.442
80. H 0.299
81. H 0.292
82. C 0.517
83. O -0.659
84. N -0.625
85. N -0.064
86. H 0.303
87. H 0.194
88. H -0.009
89. H 0.207
90. C 0.845
91. O -0.600
92. H -0.543
93. H -0.049
94. H -0.103
95. H 0.364
96. C 0.229
97. O -0.545
98. H 0.169
99. H -0.531